Entry 1:
A cluster of 2 separate species, C16H26N2O6P3 in total. Source: the Open Molecules 2025 dataset; level of theory: wB97M-V/def2-TZVPD.

Last columns: bonded neighbours and bond lengths (Å).
Element x y z (Å)
1 C 2.0734 1.5093 1.0106  P2 1.844, H22 1.089, H23 1.091, H24 1.090
2 P 0.3627 0.8450 0.8324  C1 1.844, O3 1.636, C4 1.836
3 O 0.2426 -0.1642 2.1142  P2 1.636, H25 0.965
4 C 0.6948 -0.3102 -0.5549  P2 1.836, C5 1.414, C14 1.380
5 C 0.5302 0.3476 -1.7951  C4 1.414, N6 1.303, H26 1.085
6 N 0.7052 -0.2177 -2.9558  C5 1.303, N7 1.327
7 N 1.0735 -1.4922 -2.9504  N6 1.327, P8 1.795, C10 1.348
8 P 1.1405 -2.1222 -4.6302  N7 1.795, O9 1.461, H27 1.394, H28 1.395
9 O -0.0531 -2.8990 -4.9576  P8 1.461
10 C 1.2662 -2.2387 -1.8443  N7 1.348, P11 1.891, C14 1.408
11 P 1.8436 -4.0001 -2.2170  C10 1.891, C12 1.828, O13 1.633
12 C 3.4712 -3.8977 -1.3902  P11 1.828, H29 1.092, H30 1.090, H31 1.087
13 O 0.9942 -4.8877 -1.1406  P11 1.633, H32 0.966
14 C 1.0382 -1.6462 -0.5871  C4 1.380, C10 1.408, C15 1.515
15 C 1.1365 -2.4617 0.6861  C14 1.515, O16 1.420, H33 1.090, H34 1.086
16 O -0.1156 -2.7161 1.3060  C15 1.420, C17 1.387
17 C -1.2608 -2.7984 0.5284  O16 1.387, O18 1.412, H35 1.093, H36 1.099
18 O -1.7480 -1.4916 0.3107  C17 1.412, C19 1.422
19 C -3.0426 -1.4527 -0.2759  O18 1.422, C20 1.516, H37 1.097, H38 1.098
20 C -3.2798 -0.0882 -0.8927  C19 1.516, O21 1.417, H39 1.095, H40 1.092
21 O -3.8662 0.8588 -0.0175  C20 1.417, H41 0.961
22 H 2.8546 0.9148 0.5389  C1 1.089
23 H 2.2832 1.5622 2.0803  C1 1.091
24 H 2.0969 2.5281 0.6239  C1 1.090
25 H 0.3480 0.3181 2.9432  O3 0.965
26 H 0.2186 1.3863 -1.8285  C5 1.085
27 H 1.3214 -0.8819 -5.2411  P8 1.394
28 H 2.3850 -2.7519 -4.6584  P8 1.395
29 H 4.2267 -3.8545 -2.1776  C12 1.092
30 H 3.6304 -4.8171 -0.8265  C12 1.090
31 H 3.6048 -3.0355 -0.7416  C12 1.087
32 H 0.3424 -5.4343 -1.5994  O13 0.966
33 H 1.7183 -1.8967 1.4138  C15 1.090
34 H 1.6548 -3.3994 0.5101  C15 1.086
35 H -1.9849 -3.3950 1.0892  C17 1.093
36 H -1.0790 -3.2842 -0.4408  C17 1.099
37 H -3.1551 -2.2364 -1.0345  C19 1.097
38 H -3.7961 -1.6419 0.4995  C19 1.098
39 H -2.3244 0.3115 -1.2496  C20 1.095
40 H -3.9417 -0.1997 -1.7542  C20 1.092
41 H -3.8610 0.5205 0.8824  O21 0.961
42 C -0.9842 6.3692 2.1419  C43 1.388, C47 1.389, H48 1.082
43 C -0.0027 6.0445 3.0680  C42 1.388, C44 1.388, H49 1.082
44 C 0.1708 4.7243 3.4598  C43 1.388, C45 1.388, H50 1.083
45 C -0.6385 3.7345 2.9198  C44 1.388, C46 1.388, H51 1.085
46 C -1.6190 4.0552 1.9910  C45 1.388, C47 1.388, H52 1.083
47 C -1.7925 5.3765 1.6043  C42 1.389, C46 1.388, H53 1.082
48 H -1.1219 7.3993 1.8407  C42 1.082
49 H 0.6242 6.8202 3.4873  C43 1.082
50 H 0.9308 4.4711 4.1881  C44 1.083
51 H -0.5097 2.7037 3.2329  C45 1.085
52 H -2.2465 3.2789 1.5716  C46 1.083
53 H -2.5604 5.6331 0.8866  C47 1.082

The energy is -60137.4462 eV. The charge is +1. Its HOMO-LUMO gap is 6.574 eV.

Löwdin atomic charges, in units of e: -0.2213, 0.9422, -0.2858, -0.2482, -0.1051, 0.0871, -0.2093, 0.7191, -0.3609, -0.2439, 0.9186, -0.2324, -0.2837, -0.1400, -0.1419, -0.0599, -0.2354, -0.1389, -0.1726, -0.2216, -0.0535, 0.0444, 0.0490, 0.0455, 0.0694, 0.1270, 0.0335, 0.0013, 0.0446, 0.0619, 0.0447, 0.0757, 0.1339, 0.0997, 0.1527, 0.1288, 0.1320, 0.1391, 0.1013, 0.1248, 0.0838, -0.0859, -0.0895, -0.0970, -0.1271, -0.1029, -0.0867, 0.1049, 0.1043, 0.1007, 0.0770, 0.0915, 0.1046

---

Entry 2:
The molecule C16H26N2OS. Source: the Open Molecules 2025 dataset; level of theory: wB97M-V/def2-TZVPD.

Last columns: bonded neighbours and bond lengths (Å).
Element x y z (Å)
1 C -4.7185 -4.9014 0.9874  C2 1.523, H21 1.088, H22 1.088, H23 1.087
2 C -4.1475 -3.4947 0.8669  C1 1.523, C3 1.526, H24 1.092, H25 1.092
3 C -4.5850 -2.8170 -0.4288  C2 1.526, C4 1.521, H26 1.094, H27 1.093
4 C -4.0079 -1.4174 -0.5751  C3 1.521, S5 1.824, H28 1.090, H29 1.091
5 S -2.1862 -1.3755 -0.6474  C4 1.824, C6 1.834
6 C -1.9121 -2.1208 -2.3009  S5 1.834, C7 1.522, H30 1.091, H31 1.092
7 C -0.4966 -1.9010 -2.8161  C6 1.522, C8 1.533, H32 1.092, H33 1.092
8 C -0.2063 -0.4525 -3.2261  C7 1.533, N9 1.442, H34 1.096, H35 1.093
9 N -0.0253 0.4296 -2.0996  C8 1.442, C10 1.371, H36 1.010
10 C 1.2368 0.7933 -1.7051  N9 1.371, O11 1.213, N12 1.375
11 O 2.2131 0.6263 -2.4045  C10 1.213
12 N 1.2399 1.4031 -0.4729  C10 1.375, C13 1.396, H37 1.010
13 C 2.3091 1.9894 0.2075  N12 1.396, C14 1.389, C20 1.393
14 C 3.5948 2.0645 -0.3134  C13 1.389, C15 1.382, H38 1.076
15 C 4.5928 2.6682 0.4280  C14 1.382, C16 1.387, H39 1.081
16 C 4.3535 3.2055 1.6844  C15 1.387, C17 1.499, C18 1.398
17 C 5.4601 3.8545 2.4595  C16 1.499, H40 1.090, H41 1.087, H42 1.090
18 C 3.0610 3.1292 2.2114  C16 1.398, C19 1.499, C20 1.385
19 C 2.7547 3.6939 3.5657  C18 1.499, H43 1.087, H44 1.090, H45 1.090
20 C 2.0604 2.5254 1.4690  C13 1.393, C18 1.385, H46 1.083
21 H -4.3822 -5.5243 0.1611  C1 1.088
22 H -5.8062 -4.8752 0.9748  C1 1.088
23 H -4.3970 -5.3637 1.9172  C1 1.087
24 H -4.4775 -2.8917 1.7160  C2 1.092
25 H -3.0568 -3.5388 0.8981  C2 1.092
26 H -5.6753 -2.7355 -0.4495  C3 1.094
27 H -4.2869 -3.4313 -1.2820  C3 1.093
28 H -4.2593 -0.8058 0.2914  C4 1.090
29 H -4.3780 -0.9264 -1.4766  C4 1.091
30 H -2.1106 -3.1890 -2.2043  C6 1.091
31 H -2.6431 -1.6740 -2.9772  C6 1.092
32 H 0.2244 -2.2077 -2.0558  C7 1.092
33 H -0.3584 -2.5409 -3.6905  C7 1.092
34 H -1.0214 -0.0722 -3.8517  C8 1.096
35 H 0.7259 -0.4128 -3.7947  C8 1.093
36 H -0.7676 0.4125 -1.4144  N9 1.010
37 H 0.3578 1.4445 0.0175  N12 1.010
38 H 3.8019 1.6528 -1.2860  C14 1.076
39 H 5.5893 2.7223 0.0131  C15 1.081
40 H 5.2202 4.8953 2.6766  C17 1.090
41 H 6.3897 3.8251 1.8968  C17 1.087
42 H 5.6155 3.3456 3.4107  C17 1.090
43 H 1.7078 3.5465 3.8191  C19 1.087
44 H 3.3666 3.2131 4.3283  C19 1.090
45 H 2.9710 4.7615 3.5935  C19 1.090
46 H 1.0596 2.4676 1.8784  C20 1.083

The energy is -32878.4006 eV. The charge is 0. As for the relative energy (zero: lowest compared OMol25 entry of this formula, charge and spin): 1.57 kcal/mol. Its SMILES is CCCCSCCCNC(=O)Nc1ccc(C)c(C)c1. Its HOMO-LUMO gap is 8.384 eV.

Löwdin atomic charges, in units of e: -0.1149, -0.2907, -0.2876, -0.4804, 0.8758, -0.4611, -0.2410, -0.1982, 0.0367, -0.5343, 0.0618, 0.1330, -0.2224, -0.0111, -0.0370, -0.2510, -0.0535, -0.2409, -0.0478, 0.0067, 0.0715, 0.0706, 0.0682, 0.1106, 0.0841, 0.1157, 0.1014, 0.0725, 0.0742, 0.0713, 0.0820, 0.1150, 0.1130, 0.1207, 0.1175, 0.0428, 0.1383, 0.0965, 0.1094, 0.0799, 0.0737, 0.0799, 0.0732, 0.0823, 0.0823, 0.1113

---

Number 1: M 435.31 g/mol. Number 2: M 294.46 g/mol.